1.
48
Properties=species:S:1:pos:R:3:nbo_charge:R:1 method="wB97M-V/def2-TZVPD" gap_ev=8.40 total_energy_ha=-3903.478014 e_homo_ev=-8.54
Ga -0.03 -0.64 1.23 1.3167
C 3.36 -3.08 0.07 -0.2604
C 2.72 -4.30 -0.10 -0.1280
C 1.33 -4.34 -0.14 -0.2301
C 0.61 -3.15 -0.02 0.2514
N 1.26 -1.99 0.14 -0.5398
C 2.58 -1.95 0.20 0.0895
C -0.86 -3.07 -0.04 -0.1240
C -1.69 -4.08 -0.51 -0.1759
C -3.06 -3.95 -0.41 -0.2178
C -3.62 -2.79 0.11 -0.2089
C -2.80 -1.74 0.51 -0.1563
C -1.42 -1.88 0.46 -0.4614
H 4.44 -3.02 0.14 0.2299
H 3.29 -5.21 -0.19 0.2238
H 0.82 -5.29 -0.21 0.2272
H 3.00 -0.97 0.38 0.2182
H -1.28 -4.97 -0.97 0.2062
H -3.71 -4.75 -0.73 0.2138
H -4.70 -2.71 0.21 0.2134
H -3.23 -0.82 0.89 0.2091
O -1.04 -0.01 3.02 -0.9915
S 0.22 -0.58 3.58 2.1934
O 0.39 -0.51 4.98 -0.9093
O 0.39 -1.91 2.95 -0.9850
S 1.58 0.49 2.50 -0.5098
C -0.03 3.73 1.88 -0.6299
C -0.77 3.72 0.55 -0.6895
Sb -0.63 1.74 -0.37 1.0540
C 1.51 1.75 -0.77 -0.7194
C 2.12 3.03 -1.33 -0.6184
C -1.30 2.17 -2.44 -0.6801
C -1.31 3.64 -2.81 -0.6225
H -0.12 4.71 2.36 0.2124
H 1.02 3.51 1.75 0.2079
H -0.44 2.98 2.56 0.2284
H -0.36 4.47 -0.13 0.2167
H -1.83 3.93 0.70 0.2217
H 1.70 0.91 -1.43 0.2178
H 1.96 1.53 0.20 0.2205
H 1.74 3.23 -2.33 0.2016
H 3.20 2.93 -1.38 0.2121
H 1.90 3.88 -0.69 0.2060
H -2.30 1.75 -2.54 0.2206
H -0.64 1.61 -3.10 0.2188
H -1.97 4.19 -2.16 0.2076
H -1.67 3.76 -3.83 0.2144
H -0.32 4.06 -2.75 0.2051


2.
83
Properties=species:S:1:pos:R:3:lowdin_charge:R:1 method="wB97M-V/def2-TZVPD" total_charge=+2 gap_ev=0.90 total_energy_ha=-4069.285862 e_homo_ev=-9.99
C -4.11 0.46 -6.12 -0.0345
C -3.25 1.79 -6.63 -0.2876
O -3.32 2.03 -7.97 -0.0525
N -2.48 2.70 -5.69 -0.0526
C -0.97 2.50 -5.83 -0.2131
C -0.10 3.30 -4.66 -0.1878
C 0.47 2.22 -3.56 -0.2136
C 0.58 2.86 -2.02 -0.1676
C -0.76 2.52 -1.13 -0.0701
C -2.24 2.68 -1.81 0.0167
C -3.69 2.37 -1.03 -0.2701
P -5.27 2.68 -2.03 0.7112
N -6.65 2.15 -1.37 -0.3422
C -3.56 1.82 0.51 -0.2714
P -5.13 1.37 1.50 0.8784
C -6.02 -0.17 0.81 -0.3354
C -6.30 2.85 1.78 -0.3249
C -2.09 1.66 1.21 -0.0112
C -0.65 2.03 0.43 0.0295
C 0.77 1.87 1.28 -0.1953
O 1.69 2.81 1.07 -0.0279
C 0.87 0.61 2.32 0.0296
C 2.26 -0.26 2.65 -0.0649
C 3.68 0.14 1.94 -0.1812
C 4.52 -1.12 1.30 -0.2094
C 5.63 -0.43 0.26 -0.1437
C 7.04 -1.28 0.37 -0.2097
O 6.96 -2.59 -0.31 -0.1016
C 7.15 -3.68 0.68 -0.2374
C 5.90 -4.70 1.04 0.0320
O 8.32 -3.93 1.29 -0.2476
C 2.11 -1.51 3.75 -0.3825
Cl 3.58 -2.57 4.29 0.5058
C 0.67 -1.92 4.47 -0.1159
C 0.50 -3.16 5.55 -0.1460
C -0.22 -4.40 4.70 -0.2954
C 0.85 -5.11 3.68 -0.0901
F -0.78 -5.45 5.59 -0.1038
C -0.71 -1.06 4.15 -0.3827
Cl -2.29 -1.58 4.99 0.6165
C -0.56 0.20 3.10 0.0094
C -1.91 1.13 2.78 -0.2145
O -2.73 1.43 3.79 -0.0443
H -3.41 -0.48 -6.08 0.0897
H -4.97 0.26 -6.89 0.0984
H -4.63 0.66 -5.08 0.0497
H -2.67 3.70 -5.97 0.1304
H -0.68 2.88 -6.90 0.1304
H -0.77 1.35 -5.75 0.1260
H -0.73 4.15 -4.12 0.1105
H 0.82 3.85 -5.15 0.1174
H -0.16 1.21 -3.57 0.1171
H 1.56 1.92 -3.94 0.1158
H 0.88 4.00 -2.03 0.1315
H 1.47 2.26 -1.51 0.1042
H -2.30 3.07 -2.93 0.0753
H -5.10 2.02 -3.32 -0.0054
H -5.37 4.12 -2.30 0.0218
H -7.10 1.44 -1.99 -0.0143
H -7.03 0.11 0.27 0.0459
H -6.15 -0.93 1.70 0.0484
H -5.25 -0.70 0.07 0.0604
H -6.37 3.59 0.88 0.0339
H -7.38 2.40 2.00 0.0737
H -5.97 3.38 2.80 0.0625
H 4.34 0.83 2.66 0.1510
H 3.41 0.85 1.01 0.1186
H 5.19 -1.64 2.14 0.0732
H 3.86 -1.88 0.70 0.1376
H 5.88 0.67 0.62 0.1408
H 5.22 -0.33 -0.84 0.1410
H 7.33 -1.51 1.51 0.1322
H 7.95 -0.61 -0.03 0.1238
H 6.30 -5.70 1.54 0.1290
H 5.26 -4.94 0.07 0.1310
H 5.20 -4.20 1.86 0.1055
H -0.22 -2.88 6.45 0.1248
H 1.52 -3.51 6.02 0.1035
H -1.13 -3.99 4.05 0.1325
H 1.68 -5.69 4.31 0.0983
H 1.32 -4.34 2.92 0.0689
H 0.25 -5.91 3.04 0.0951
Ca 10.18 -2.77 0.70 1.6692